This record from the OMol25 dataset describes a molecular structure, C22H20N3O4S3SbSe4Ti in a non-equilibrium geometry. The level of theory is wB97M-V/def2-TZVPD.

Each line ends with the natural charge from an NBO analysis.
Geometry (Å):
1 Ti -0.7384 0.2959 1.8431  1.099
2 C 3.0198 0.9057 0.0844  -0.685
3 C 1.6394 1.1924 0.5931  0.376
4 N 0.8314 0.1903 0.6971  -0.397
5 N 1.2978 -1.1227 0.5301  -0.426
6 C 1.1975 -1.8119 1.6359  -0.063
7 S 0.6775 -1.2153 3.1835  -0.148
8 S 1.7273 -3.4750 1.6297  0.370
9 C 2.2522 -3.6550 -0.0782  -0.605
10 C 3.6326 -3.1470 -0.4364  0.091
11 C 4.4609 -2.4812 0.4560  -0.256
12 C 5.7150 -2.0307 0.0596  -0.214
13 C 6.1617 -2.2435 -1.2362  -0.240
14 C 5.3395 -2.9104 -2.1368  -0.200
15 C 4.0885 -3.3537 -1.7373  -0.246
16 C 1.2302 2.5712 1.0451  -0.235
17 C 1.9094 3.6604 0.4811  -0.094
18 C 1.6839 4.9668 0.8624  -0.286
19 C 0.7629 5.2306 1.8735  -0.163
20 C 0.0628 4.1949 2.4529  -0.273
21 C 0.2455 2.8680 2.0471  0.363
22 O -0.5086 1.9530 2.6670  -0.733
23 H 3.5269 0.2506 0.7950  0.262
24 H 3.6152 1.8035 -0.0431  0.216
25 H 2.9685 0.3542 -0.8547  0.259
26 H 1.5056 -3.1443 -0.6856  0.272
27 H 2.1746 -4.7251 -0.2776  0.245
28 H 4.1194 -2.3179 1.4713  0.228
29 H 6.3437 -1.5089 0.7713  0.205
30 H 7.1405 -1.8960 -1.5428  0.203
31 H 5.6733 -3.0841 -3.1525  0.205
32 H 3.4484 -3.8688 -2.4454  0.213
33 H 2.6264 3.4708 -0.3059  0.200
34 H 2.2185 5.7717 0.3764  0.211
35 H 0.5933 6.2466 2.2080  0.212
36 H -0.6618 4.3697 3.2367  0.233
37 N -1.6607 1.7000 0.0471  -0.821
38 C -2.8653 1.2725 -0.6301  0.099
39 C -2.8303 0.1669 -1.4628  -0.209
40 C -3.9922 -0.2592 -2.0804  -0.166
41 C -5.1853 0.4274 -1.8750  -0.302
42 C -5.2118 1.5338 -1.0420  -0.175
43 C -4.0459 1.9583 -0.4176  -0.260
44 S -6.6780 -0.1294 -2.6838  2.422
45 O -7.2559 -1.0370 -1.7074  -0.997
46 O -6.2142 -0.7706 -3.9070  -1.026
47 O -7.4650 1.0824 -2.8911  -1.037
48 H -0.8916 1.7172 -0.6141  0.384
49 H -1.7890 2.6361 0.4138  0.388
50 H -1.9031 -0.3808 -1.5913  0.202
51 H -3.9989 -1.1311 -2.7192  0.252
52 H -6.1474 2.0581 -0.9005  0.236
53 H -4.0579 2.8177 0.2468  0.189
54 Se -5.8246 -2.5968 -0.0397  -0.581
55 Sb -4.1068 -3.3773 1.5542  1.018
56 Se -2.6389 -5.1118 0.7408  -0.811
57 Se -4.8206 -3.6707 3.8333  -0.793
58 Se -2.3974 -1.2106 1.6581  -0.210

Forces on the atoms, in the same order (eV/Å):
Ti -3.1 -1.2 0.5
C 0.1 0.2 0.1
C -0.1 0.1 0.0
N 1.1 -0.1 -0.1
N 0.3 0.0 -0.1
C 0.4 0.3 -0.2
S 0.3 0.1 -0.3
S -0.2 0.1 0.1
C 0.0 0.0 0.0
C 0.0 0.0 0.0
C 0.0 0.0 0.0
C 0.0 0.0 0.0
C 0.0 0.0 0.0
C 0.0 0.0 0.0
C 0.0 0.0 0.0
C -0.1 -0.2 -0.1
C 0.0 0.0 -0.1
C 0.0 0.0 0.0
C 0.1 -0.1 -0.1
C 0.0 0.1 -0.1
C 0.1 -0.5 0.2
O 0.5 0.8 0.1
H 0.0 0.0 0.0
H 0.0 0.0 0.0
H 0.0 0.0 0.0
H 0.0 -0.1 -0.1
H 0.0 0.0 0.0
H 0.0 0.0 0.0
H 0.0 0.0 0.0
H 0.0 0.0 0.0
H 0.0 0.0 0.0
H 0.0 0.0 0.0
H 0.0 0.0 0.0
H 0.0 0.0 0.0
H 0.0 0.0 0.0
H 0.0 0.0 0.0
N 0.4 -0.6 0.3
C -0.1 0.1 0.0
C 0.1 0.0 0.0
C -0.1 0.1 0.0
C 0.2 0.2 -0.1
C 0.0 -0.1 -0.1
C -0.1 0.0 0.1
S -0.3 -0.2 0.1
O -0.5 0.2 -0.4
O 0.0 0.1 0.0
O 0.1 0.1 -0.1
H 0.0 0.2 -0.1
H 0.0 0.0 0.0
H 0.0 0.0 0.0
H 0.0 0.0 0.0
H 0.0 0.0 0.0
H 0.0 0.0 0.0
Se 1.2 -0.1 0.9
Sb -1.9 -1.4 -0.7
Se 0.4 0.2 0.0
Se 0.3 0.2 0.2
Se 0.8 1.5 0.1

Energy above the lowest of the compared OMol25 structures with the same formula, charge and spin = 80.8 kcal/mol
E_tot = -359346.740 eV
Net charge = -2
M = 972.09 Da
LUMO level (alpha / beta) = 2.231 / 2.217 eV